# 1
Density functional theory data (ωB97M-V/def2-TZVPD) for a molecular structure, C18H37BaBrFNNbO3 in a non-equilibrium geometry.

Kohn-Sham gap ... 6.06 eV
HOMO level ... -10.29 eV
Charge ... +1

XYZ file:
```
63
Properties=species:S:1:pos:R:3:forces:R:3:mulliken_charge:R:1
C 4.15547 3.69590 -0.81081 0.3312 -0.1385 0.0551 -1.262
C 4.33479 2.23163 -1.18987 -0.9441 0.2883 0.3004 -0.502
C 2.98075 1.59160 -1.49959 0.7748 -0.0962 0.7149 -0.294
C 2.99355 0.10453 -1.25176 -0.2943 -0.2256 -0.8674 -0.679
C 1.60365 -0.54690 -1.44493 -0.1115 0.6274 0.4207 -1.023
Nb 0.44536 -0.85514 0.43826 2.7990 -2.2144 -1.0777 -1.670
Br 1.78424 1.05032 1.82224 -0.7989 0.7012 0.5428 -0.346
C -0.85576 -2.36136 -0.56296 -0.3973 1.5735 -0.0414 -0.756
C -2.08964 -1.77669 -1.31330 -0.0931 -1.0769 0.4580 -1.084
C -3.37470 -1.58947 -0.48942 -0.4388 0.4584 -0.4503 -0.597
C -4.13856 -0.33535 -0.94275 0.1391 -0.0058 0.2384 -0.754
O -4.83429 0.34054 0.18548 0.5977 -0.2946 0.0299 -0.351
C -4.66500 1.65019 0.17350 0.3591 1.0540 1.2518 0.062
O -4.12645 2.28962 1.07683 -0.2621 -0.8103 -0.6765 -0.491
C -1.06795 0.78385 0.09416 -0.0692 0.3723 0.2298 1.317
C -0.86671 1.51933 -1.18889 -1.3846 -0.4686 -0.0017 -0.184
C -1.48958 2.90181 -1.33077 -0.2370 -2.8273 -0.6646 -1.218
O -0.13398 2.65575 -1.11858 2.0282 1.7092 0.2380 -0.441
N 1.79684 -2.19575 1.17259 -2.4303 0.0096 -0.7791 -0.462
C 2.36590 -3.24695 0.30009 1.0508 0.0533 0.4678 -0.108
C 3.85721 -3.00938 0.02427 -0.2974 -0.2813 0.1096 -1.284
C -0.70442 -1.19924 2.46586 -0.0664 0.8479 -0.5585 -0.012
F -1.70973 -2.18575 2.39707 -0.1634 -0.3836 0.0158 -0.431
C -1.35941 0.01107 3.11662 -1.1359 -0.5200 0.9203 -0.689
C -2.91622 0.02708 2.95075 1.4055 0.4573 0.5566 -1.226
H 3.29770 4.13350 -1.29816 -0.1672 0.2776 -0.3904 0.268
H 5.04836 4.26320 -1.02568 0.1842 0.3666 -0.1519 0.394
H 3.98682 3.78384 0.25236 -0.1582 0.0251 0.4201 0.298
H 4.69778 1.72141 -0.31123 0.6519 -0.3028 0.1296 0.252
H 5.01836 2.13025 -2.01641 0.3599 -0.2279 -0.2218 0.450
H 2.27153 2.05686 -0.82837 -0.4883 0.1883 -0.0893 0.029
H 2.72631 1.77407 -2.53190 -0.4433 0.2310 -0.3517 0.354
H 3.63433 -0.32320 -2.01576 0.4023 -0.2528 -0.1324 0.467
H 3.45104 -0.15548 -0.31034 0.0913 0.0804 0.4732 0.227
H 1.12482 -0.00146 -2.25569 -0.2275 0.0281 -0.1723 0.597
H 1.79757 -1.53008 -1.85879 -0.2761 -0.5888 0.0238 0.657
H -0.28014 -2.85992 -1.33059 0.6196 -0.0768 -0.1373 0.592
H -1.12297 -3.13244 0.14346 -0.3492 -0.1977 0.3684 0.571
H -2.31365 -2.49459 -2.09066 -0.1951 -0.1227 -0.4188 0.668
H -1.86678 -0.86445 -1.84053 0.3540 0.4080 -0.1410 0.317
H -4.04410 -2.41337 -0.67494 -0.1362 -0.5219 0.1000 0.631
H -3.19932 -1.59449 0.57294 0.2447 0.2075 0.3531 0.167
H -4.83534 -0.55429 -1.73711 -0.5028 -0.0592 -0.0126 0.430
H -3.44328 0.38856 -1.32888 0.3608 0.3237 -0.2872 0.367
H -5.09305 2.19924 -0.66702 0.0292 -0.0940 -0.4190 0.482
H -0.95664 1.64619 0.74547 0.2293 -0.0666 0.3682 -0.818
H -2.10127 0.50642 0.14750 -0.5594 -0.4400 0.2328 0.727
H -0.82173 0.93878 -2.07704 0.4039 -0.2815 -0.8247 0.825
H -1.80321 3.00628 -2.34852 -0.3022 1.1232 -0.2353 0.429
H -2.12391 2.92785 -0.48019 -0.6884 1.3319 0.5379 0.265
H 1.47258 -2.64842 2.01658 0.4994 0.2603 0.4954 0.245
H 1.83238 -3.41617 -0.62304 -0.3555 0.2272 -0.2473 -0.079
H 2.32174 -4.17243 0.84988 -0.3719 -0.4108 0.2016 0.705
H 4.42694 -3.85185 0.38074 0.2664 -0.4003 0.0020 0.358
H 4.07297 -2.88632 -1.02417 0.1188 0.2641 -0.3343 0.311
H 4.19885 -2.16929 0.59899 0.1889 0.5604 0.0364 0.296
H 0.01120 -1.56211 3.18980 0.3717 -0.2794 0.2046 0.807
H -1.22452 -0.08114 4.19452 0.2605 0.4456 0.4718 0.293
H -0.86156 0.96784 2.86434 1.0109 -4.2841 -0.1244 -0.101
H -3.23227 -0.20788 1.95991 -0.2968 0.1631 -0.4911 0.128
H -3.39319 0.94121 3.32893 -0.1306 0.0937 -0.1866 0.685
H -3.25479 -0.73819 3.62325 -0.3201 -0.3956 0.1658 0.370
Ba -1.40494 2.72080 2.73223 -1.0401 3.5880 -0.6478 1.820
```
Forces are in eV/Å.


# 2
Density functional theory data (ωB97M-V/def2-TZVPD) for 6 unconnected molecules or ions with the total composition C18H37Br3O13S3 in a non-equilibrium geometry.

Kohn-Sham gap ... 9.75 eV
HOMO level ... -10.24 eV
Charge ... 0

XYZ file:
```
74
Properties=species:S:1:pos:R:3:forces:R:3:mulliken_charge:R:1
C 23.28809 -10.10643 14.00438 0.0462 0.1193 0.7888 -1.116
C 23.02275 -9.65495 15.46843 1.7307 0.3960 -0.9992 -0.295
O 21.82193 -8.91780 15.47357 -1.9117 -0.1799 1.1913 -0.224
S 20.93675 -8.80065 16.83693 -0.2349 -0.3129 0.3892 1.104
C 21.29218 -7.06958 17.28512 0.4908 -1.1405 -0.0943 -0.887
O 19.54497 -8.85226 16.42749 1.7002 -0.1055 0.4951 -0.579
O 21.45889 -9.71437 17.87318 -0.8205 1.7577 -2.0575 -0.621
H 22.52982 -10.77634 13.59898 0.0338 -0.1960 0.3678 0.309
H 24.27312 -10.57236 13.97757 -0.0791 -0.2176 -0.0638 0.360
H 23.32610 -9.26800 13.30890 -0.0258 0.2662 0.2973 0.291
H 23.13646 -10.41032 16.24597 -0.8220 -0.3890 -0.3321 0.402
H 23.77959 -8.92730 15.76137 0.4740 0.0529 -0.2394 0.282
H 22.34416 -7.01943 17.56605 -0.0909 -0.1479 0.3427 0.312
H 20.62557 -6.88339 18.12716 0.1160 0.3424 -0.1917 0.344
H 21.19688 -6.41054 16.42216 -0.6158 -0.2362 0.0920 0.320
C 17.68574 -0.05374 12.35410 0.4866 0.2828 0.0917 -1.145
C 18.89539 0.30541 13.20827 -0.6277 -0.4704 0.1911 -0.185
O 18.51629 1.46755 14.00341 1.6500 0.4570 -0.0414 -0.291
S 19.70663 2.43288 14.59082 -0.2639 0.0193 1.9444 1.126
C 20.13608 3.40135 13.10009 -1.3408 -0.5169 1.4205 -0.822
O 18.98797 3.27964 15.55074 1.3217 -1.1946 -1.9346 -0.604
O 20.84935 1.65322 15.06217 -1.5536 0.7752 -1.0367 -0.614
H 17.59636 0.62332 11.50457 -0.0232 -0.1174 -0.0741 0.291
H 16.76686 0.02382 12.93526 0.1032 -0.1620 0.0632 0.312
H 17.83559 -1.08018 12.01935 -0.2472 0.0486 -0.2105 0.351
H 19.12227 -0.53921 13.85884 -0.0302 0.2431 0.3839 0.281
H 19.79677 0.43902 12.61014 -0.0197 0.5134 -0.0372 0.336
H 19.14542 3.84162 12.98672 0.1229 0.1861 -0.7340 0.306
H 20.39557 2.69749 12.30929 0.1921 0.3920 0.0517 0.296
H 20.83315 4.19881 13.35746 0.2246 -0.4636 -0.0821 0.361
C 26.58605 -9.82155 4.07325 -0.1802 -0.5621 -0.4624 -1.131
C 27.88102 -10.01387 4.83096 0.9770 0.7797 -0.2698 -0.152
O 28.56007 -11.17520 4.30040 1.3659 -1.1661 0.4963 -0.328
S 30.23097 -11.35690 4.28741 -0.2281 0.0930 0.2263 1.118
C 30.59593 -10.45191 2.71226 -0.2803 -0.7234 0.6982 -0.846
O 30.88252 -10.64654 5.38269 -1.3052 -0.5830 -1.3459 -0.589
O 30.49111 -12.78502 4.14674 -0.7756 2.2951 -0.1417 -0.577
H 26.03073 -8.95509 4.43238 0.3447 0.2747 -0.2798 0.348
H 25.85708 -10.63113 4.10898 0.3120 -0.4211 0.6999 0.310
H 26.80824 -9.81915 3.00614 0.0181 0.7380 -0.0646 0.290
H 28.58924 -9.20579 4.64783 -0.3307 0.5659 -0.1994 0.296
H 27.76143 -9.96288 5.91318 -0.0353 -0.9432 0.0905 0.303
H 31.67986 -10.34604 2.66764 -0.1179 -0.1339 -0.0519 0.339
H 30.12085 -9.47154 2.67683 0.0055 -0.0762 0.4758 0.309
H 30.18657 -11.04306 1.89307 0.2299 -0.1384 0.1284 0.311
Br 20.42609 -8.32991 8.87806 -0.8286 0.2965 0.8516 -0.026
C 19.09406 -8.18424 10.34784 0.3398 0.3985 0.1348 -0.309
Br 17.25246 -8.23720 9.69219 0.9773 0.2002 0.3215 0.012
Br 19.46292 -6.60976 11.57657 -0.3379 -1.2344 -1.1695 -0.011
H 19.25827 -9.07179 10.95890 -0.1420 0.3378 -0.1164 0.335
O 17.07165 -13.88210 12.33773 0.1903 -0.5249 1.1499 -0.547
C 16.57381 -14.96913 12.28049 0.3372 -0.3216 -0.3080 0.521
C 15.71944 -15.39240 11.13026 -1.2406 -0.0399 0.6395 -0.414
C 15.83249 -16.89216 11.19087 0.3205 -1.2757 -0.1828 -0.537
C 16.09284 -17.25489 12.68556 0.4032 1.5970 -0.9950 -0.343
O 16.79278 -16.03978 13.14374 -0.2156 0.3739 -0.1356 -0.356
H 14.68683 -15.10654 11.33048 -0.1579 0.1593 0.3049 0.230
H 15.98133 -14.77790 10.26892 0.3379 -0.7161 -0.2157 0.299
H 15.01002 -17.48820 10.79543 -0.0594 0.2741 -0.1543 0.370
H 16.74022 -17.17276 10.65665 -0.0209 -0.2463 -0.1193 0.246
H 15.22366 -17.44915 13.31396 -0.1681 0.3847 -0.1427 0.267
H 16.73534 -18.13246 12.75745 0.2809 0.3405 0.1491 0.261
O 17.39329 -2.78204 6.74892 -0.2058 0.4651 0.0643 -0.553
C 18.35183 -2.19566 6.34299 0.3238 -1.6654 0.9174 0.481
C 19.76948 -2.21488 6.93241 0.6808 -0.3770 -0.4564 -0.362
C 20.63183 -2.09529 5.69944 -0.5848 2.2333 -1.1559 -0.498
C 19.68683 -1.24916 4.76512 1.3845 -0.6572 -0.4424 -0.440
O 18.34920 -1.49356 5.19883 0.3075 0.4653 -0.1519 -0.335
H 19.85391 -1.36108 7.60473 0.1491 0.1057 -0.0774 0.268
H 20.22428 -3.08313 7.40928 -1.4123 -0.2793 0.6756 0.280
H 21.52128 -1.50154 5.91022 0.2012 -0.3143 -0.2063 0.295
H 20.88548 -3.03018 5.19969 -0.0615 -0.0814 0.4094 0.292
H 19.98589 -0.20102 4.75595 -0.5584 0.2005 0.4242 0.285
H 19.77701 -1.57448 3.72871 -0.2259 -0.0993 0.0055 0.285
```
Forces are in eV/Å.


# 3
Density functional theory data (ωB97M-V/def2-TZVPD) for a molecular structure, C18H37DyOP3Se in a non-equilibrium geometry.

Kohn-Sham gap (spin up / spin down) ... 4.69 / 5.85 eV
HOMO level (spin up / spin down) ... -17.04 / -17.09 eV
Spin multiplicity ... 6
Charge ... +3

XYZ file:
```
61
Properties=species:S:1:pos:R:3:forces:R:3:mulliken_charge:R:1
Dy -0.92257 1.26398 -0.04153 3.3271 -5.2865 1.2640 -0.486
P 0.59985 -1.68721 2.45735 1.1733 -1.6569 0.8213 0.975
P 1.23584 1.54829 1.73459 0.8756 0.2121 -0.3329 1.012
P -1.88294 -1.43988 -0.00269 -0.7337 -0.8896 -0.8164 1.110
H -0.80273 3.32737 -2.07413 -0.9391 0.0336 0.7623 0.269
C -1.70420 2.83802 -1.62745 -2.2537 4.1770 0.5212 -0.290
C -2.17977 3.11822 -0.32443 -1.8264 2.1355 -3.0052 -0.398
H -2.03702 3.99624 0.36152 1.1436 -0.8461 -0.7812 0.392
C 1.95661 -2.63179 1.65885 -0.1257 0.5367 -0.8236 -1.381
C 1.44532 -1.32266 4.04003 -0.2354 0.9296 0.1211 -1.310
C -0.35996 -3.11983 3.07562 -0.8435 0.3575 -0.2630 -1.363
C 1.15137 3.04249 0.63444 0.2287 0.2357 0.3223 -1.458
C 1.34819 2.27531 3.39175 -0.4910 0.0225 0.1996 -1.235
C 2.95423 1.02809 1.42861 -0.0309 -0.0907 -0.2685 -1.213
C -2.91698 -0.85146 -1.42795 0.2011 0.1740 0.0005 -1.471
C -3.18237 -2.19652 1.00840 -0.0774 0.1852 0.4818 -1.256
C -1.20077 -2.98187 -0.73081 0.5990 -0.0987 -0.2204 -1.106
H -2.39139 2.47838 -2.44205 0.7359 -1.0014 1.1858 0.349
H -2.99641 2.50916 0.13922 -0.0594 0.3245 -0.8788 0.384
H 2.36992 -3.36211 2.36203 -0.1674 0.1524 0.0206 0.481
H 2.74977 -1.95183 1.33736 0.0126 -0.2015 -0.0207 0.346
H 1.57165 -3.15923 0.78104 0.1473 -0.0044 0.0695 0.336
H 1.67880 -2.26638 4.54703 -0.0660 0.1934 -0.1929 0.514
H 0.76486 -0.73731 4.66732 0.2256 -0.1207 0.1660 0.388
H 2.37288 -0.76371 3.89232 -0.1281 -0.0268 0.0596 0.401
H 0.25924 -3.67829 3.78329 -0.0472 0.1136 -0.1460 0.524
H -0.65648 -3.78168 2.26189 -0.0220 0.0123 0.0717 0.381
H -1.25225 -2.75159 3.58635 -0.0152 -0.2474 0.0974 0.410
H 1.89743 3.71601 1.07569 -0.2737 0.2967 -0.4585 0.553
H 0.15905 3.54251 0.64528 0.6022 0.0081 0.2016 0.478
H 1.43519 2.84160 -0.41581 0.0436 -0.0398 0.3556 0.365
H 2.28110 2.85473 3.45680 -0.3134 -0.1281 0.0643 0.482
H 1.33895 1.48369 4.15424 0.0892 0.2957 -0.2113 0.280
H 0.48120 2.92731 3.56654 0.2779 -0.0728 0.0861 0.421
H 3.56308 1.89228 1.72290 0.1557 -0.3448 -0.0805 0.563
H 3.11333 0.79333 0.36702 0.0560 0.1408 0.3983 0.256
H 3.21866 0.14217 2.01850 0.0006 0.3661 -0.0575 0.277
H -3.51446 -1.71833 -1.76694 0.2244 0.5431 -0.0795 0.583
H -2.26113 -0.49604 -2.24664 -0.3683 -0.1963 0.1240 0.372
H -3.61406 -0.04269 -1.13188 0.2311 -0.3441 -0.1000 0.439
H -3.91108 -2.63284 0.31205 0.1032 0.0062 0.3534 0.474
H -3.67025 -1.45871 1.65432 -0.0813 -0.2096 -0.1225 0.377
H -2.74188 -2.97825 1.63758 -0.2421 0.1595 -0.1286 0.353
H -1.98610 -3.40442 -1.38367 0.3275 -0.0306 0.4544 0.480
H -0.91060 -3.68560 0.06622 -0.3583 0.1973 -0.3188 0.300
H -0.30063 -2.84560 -1.34713 -0.4519 0.0305 0.1877 0.118
C 1.10897 0.60647 -3.23777 0.4014 -0.7943 -0.8544 0.457
C 0.86485 1.92585 -3.61565 -0.1795 0.1246 0.8115 -0.294
C 0.53334 2.24331 -4.93641 -0.3479 -0.5862 -0.1190 -0.653
C 0.46412 1.23452 -5.89786 0.0288 -0.2769 0.0264 -0.514
C 0.86414 -0.06712 -5.56489 0.3350 -0.0578 0.0572 -0.655
C 1.22582 -0.35717 -4.24481 -0.1463 -0.1846 -0.3075 -0.776
Se 1.34568 -0.26444 -1.45993 -0.1813 0.2955 -1.0655 0.300
H 0.86255 -1.57721 -2.03292 0.2503 1.0076 0.5493 -0.100
H 0.94029 2.73229 -2.89429 0.0140 0.0241 0.0116 0.717
H 0.23536 3.25388 -5.20229 0.3078 -0.0705 0.1001 0.416
H 0.11479 1.44126 -6.91258 0.2405 0.0616 0.3655 0.417
H 0.93379 -0.85566 -6.33682 -0.0941 0.5836 0.5617 0.406
H 1.64023 -1.32933 -3.96582 -0.3676 0.1225 -0.4390 0.624
O -2.15342 0.64382 3.20108 1.9269 -0.0085 -2.3001 -0.211
C -1.53101 0.69618 2.23790 -2.8181 -0.2437 3.5193 0.390
```
Forces are in eV/Å.


no.,molar mass (g/mol)
1,644.63
2,797.39
3,603.88